[1]
Computed, not measured: one molecule with the formula C4H7NO2, with the ωB97M-V functional and the def2-TZVPD basis.

Calculated values
- Net charge: 0
- DFT total energy: -361.7477 a.u.
- Energy above the lowest of the compared OMol25 structures with the same formula, charge and spin: 83.5 kcal per mole
- LUMO: 0.97 eV
- Max |F|: 0.56 eV/A

XYZ file:
```
14
Properties=species:S:1:pos:R:3:forces:R:3
C 0.70412 0.68522 -1.53580 0.062 0.093 -0.046
C 0.32201 0.17757 -0.17201 0.010 0.022 0.030
N 0.59354 0.70276 0.95589 -0.230 -0.433 -0.268
O 1.30312 1.88390 0.90390 0.118 0.180 0.186
C -0.48770 -1.07815 -0.04958 0.220 -0.028 -0.005
C -1.33230 -1.27355 1.12404 0.088 -0.134 0.285
O -1.90352 -0.92881 -0.13210 -0.156 0.056 -0.162
H 1.40980 1.51403 -1.48378 -0.083 -0.080 0.105
H 1.15203 -0.10833 -2.14329 -0.052 -0.018 0.207
H -0.17845 1.02423 -2.08855 -0.004 -0.047 0.192
H 1.37424 2.06723 1.85022 0.181 0.257 -0.292
H -0.10467 -1.95613 -0.57504 -0.049 0.188 0.040
H -1.52659 -2.28424 1.47707 -0.059 0.092 -0.119
H -1.34999 -0.49174 1.87959 -0.046 -0.147 -0.155
```
Forces are in eV/Å.

natural (NBO) population analysis, charges in e, atoms 1 to 5: -0.69, 0.19, -0.13, -0.56, 0.01


[2]
Computed, not measured: one molecule with the formula C4H7NO2 at a distorted geometry, with the ωB97M-V functional and the def2-TZVPD basis.

Calculated values
- Net charge: 0
- DFT total energy: -361.6887 a.u.
- Energy above the lowest of the compared OMol25 structures with the same formula, charge and spin: 120.6 kcal per mole
- LUMO: 0.93 eV
- Max |F|: 4.82 eV/A

XYZ file:
```
14
Properties=species:S:1:pos:R:3:forces:R:3
C -0.32007 1.10001 -1.15624 -2.350 -1.123 0.931
N -1.53538 0.61158 -1.12188 3.494 0.418 2.971
O -1.54399 0.13419 0.27935 -1.993 -2.205 -0.606
C -1.15612 -1.29206 0.29715 2.628 3.192 2.474
O 0.14760 -1.29872 -0.24291 1.334 0.064 1.522
C 0.97333 -0.33020 0.56114 -1.417 -2.020 1.770
C 0.82861 1.01518 -0.14365 2.100 2.725 1.252
H -0.23772 1.49891 -2.09902 1.294 1.394 -2.124
H -1.02001 -1.44060 1.42626 -0.890 -0.217 -1.473
H -1.74242 -2.01763 -0.19192 -0.968 -0.417 -0.804
H 2.01618 -0.62269 0.63479 0.118 -0.406 -1.015
H 0.73814 -0.53596 1.77207 -0.268 1.337 -3.146
H 1.82336 1.25338 -0.65718 -1.444 -0.833 -0.176
H 1.02849 1.92462 0.64204 -1.639 -1.908 -1.576
```
Forces are in eV/Å.

natural (NBO) population analysis, charges in e, atoms 1 to 5: 0.10, -0.10, -0.46, 0.21, -0.55


[3]
Computed, not measured: one molecule with the formula C4H7NO2 at a distorted geometry, with the ωB97M-V functional and the def2-TZVPD basis.

Calculated values
- Net charge: 0
- DFT total energy: -361.5945 a.u.
- Energy above the lowest of the compared OMol25 structures with the same formula, charge and spin: 179.7 kcal per mole
- LUMO: -0.02 eV
- Max |F|: 17.06 eV/A

XYZ file:
```
14
Properties=species:S:1:pos:R:3:forces:R:3
C 1.01378 -0.33108 1.64143 -10.015 6.269 1.674
C 0.88461 0.01497 0.22327 1.980 1.825 -2.151
O 1.87896 0.01543 -0.52240 -2.550 0.001 1.096
C -0.54373 0.36460 -0.31314 6.686 7.397 -2.219
C -0.61200 1.86071 -1.01848 -10.150 -3.531 13.251
N -1.50159 -0.31373 -0.35934 -7.376 -4.599 0.228
O -1.16752 -1.66381 0.11432 -6.687 -0.289 1.375
H 0.90548 0.54087 2.53578 0.273 -1.880 -2.915
H 1.85619 -0.68686 1.67564 8.557 -4.786 1.345
H 0.03949 -0.84900 1.68759 1.050 -0.973 1.381
H -0.37813 2.38827 -0.08712 -0.043 1.039 -0.872
H -0.05442 1.90944 -1.67491 10.413 0.952 -11.088
H -1.62148 2.04204 -1.41175 0.183 -0.096 0.651
H -0.38359 -1.41683 -0.14366 7.679 -1.329 -1.757
```
Forces are in eV/Å.

natural (NBO) population analysis, charges in e, atoms 1 to 5: -0.69, 0.49, -0.51, 0.13, -0.52


[4]
Computed, not measured: a 2-piece molecular cluster, C4H7NO2 overall, with the ωB97M-V functional and the def2-TZVPD basis.

Calculated values
- Net charge: 0
- DFT total energy: -361.7104 a.u.
- Energy above the lowest of the compared OMol25 structures with the same formula, charge and spin: 107.0 kcal per mole
- LUMO (spin up / spin down): 0.63 / 0.50 eV
- Max |F|: 0.99 eV/A

XYZ file:
```
14
Properties=species:S:1:pos:R:3:forces:R:3
C -1.93508 -0.43967 0.95247 -0.188 0.024 -0.159
N -0.72274 -0.53156 1.71964 0.694 -0.065 -0.014
C 0.45878 -0.65494 1.55354 0.096 -0.030 0.113
C 0.57043 -0.48367 -1.55017 0.179 -0.612 -0.062
O 0.61040 0.81387 -1.40059 -0.787 0.190 -0.545
C 1.43617 1.54313 -0.72924 0.688 0.431 0.559
O 1.63377 -0.77218 1.53500 -0.751 0.054 0.027
H -1.71957 -0.49001 -0.11933 -0.064 0.021 0.166
H -2.60536 -1.25925 1.22588 0.112 0.120 -0.027
H -2.43869 0.50395 1.17943 0.082 -0.144 -0.039
H -0.14754 -0.82370 -2.28130 0.096 0.027 0.106
H 1.39179 -1.07941 -1.16768 -0.106 0.047 -0.053
H 1.22201 2.60116 -0.73527 0.038 -0.150 0.008
H 2.24563 1.07229 -0.18238 -0.090 0.086 -0.080
```
Forces are in eV/Å.

natural (NBO) population analysis, charges in e, atoms 1 to 5: -0.41, -0.54, 0.86, -0.19, -0.36


[5]
Computed, not measured: one molecule with the formula C4H7NO2, with the ωB97M-V functional and the def2-TZVPD basis.

Calculated values
- Net charge: 0
- DFT total energy: -361.7996 a.u.
- Energy above the lowest of the compared OMol25 structures with the same formula, charge and spin: 51.0 kcal per mole
- LUMO: 0.44 eV
- Max |F|: 0.66 eV/A

XYZ file:
```
14
Properties=species:S:1:pos:R:3:forces:R:3
H -2.36741 1.24084 1.42163 0.079 -0.008 0.116
N -1.45168 1.03264 1.81396 0.123 -0.139 -0.296
C -0.73604 0.48826 0.92617 -0.209 0.131 0.055
C -1.13469 0.16800 -0.49347 -0.208 0.121 -0.074
O 0.55218 0.19949 1.27640 -0.072 0.128 -0.077
C 1.32037 -0.65078 0.45299 0.139 -0.126 -0.059
C 1.37525 -0.27368 -1.02817 0.449 0.334 -0.189
O 1.70505 0.81711 -1.42122 0.206 -0.608 0.156
H -2.10145 0.59289 -0.74067 -0.245 -0.095 0.263
H -0.43716 0.63573 -1.18751 -0.477 -0.134 0.098
H -1.17409 -0.91673 -0.66458 0.074 0.234 -0.022
H 2.34921 -0.54853 0.80865 -0.078 -0.101 0.079
H 1.01180 -1.69910 0.56711 -0.026 0.161 -0.046
H 1.08867 -1.08614 -1.73129 0.246 0.102 -0.002
```
Forces are in eV/Å.

natural (NBO) population analysis, charges in e, atoms 1 to 5: 0.34, -0.65, 0.56, -0.74, -0.48


[6]
Computed, not measured: one molecule with the formula C4H7NO2, with the ωB97M-V functional and the def2-TZVPD basis.

Calculated values
- Net charge: 0
- DFT total energy: -361.8632 a.u.
- Energy above the lowest of the compared OMol25 structures with the same formula, charge and spin: 11.1 kcal per mole
- LUMO: 0.68 eV
- Max |F|: 0.52 eV/A

XYZ file:
```
14
Properties=species:S:1:pos:R:3:forces:R:3
C -0.88672 -1.08935 0.40117 0.001 -0.101 0.031
C -0.40049 0.19834 -0.26588 -0.046 -0.030 0.037
C -1.17871 1.40959 0.22618 -0.307 0.018 0.182
O -2.12187 1.32862 0.97409 0.397 0.033 -0.341
C 1.08757 0.47325 -0.04931 0.063 0.123 0.050
N 1.93506 -0.43557 -0.60678 0.069 0.012 0.046
O 1.48497 1.44974 0.56225 -0.108 -0.327 -0.170
H -0.91049 -0.96733 1.48687 0.036 -0.019 -0.133
H -1.90203 -1.32735 0.07430 0.136 0.062 0.068
H -0.24118 -1.94020 0.16125 -0.103 0.126 0.010
H -0.56554 0.13706 -1.35337 0.029 0.046 0.125
H -0.83094 2.38559 -0.15975 -0.050 -0.093 0.046
H 1.60892 -1.28954 -1.02797 0.010 0.159 0.070
H 2.92146 -0.33283 -0.42305 -0.128 -0.011 -0.022
```
Forces are in eV/Å.

natural (NBO) population analysis, charges in e, atoms 1 to 5: -0.60, -0.43, 0.46, -0.51, 0.68


[7]
Computed, not measured: one molecule with the formula C4H7NO2 at a distorted geometry, with the ωB97M-V functional and the def2-TZVPD basis.

Calculated values
- Net charge: 0
- DFT total energy: -361.7023 a.u.
- Energy above the lowest of the compared OMol25 structures with the same formula, charge and spin: 112.1 kcal per mole
- LUMO: 0.99 eV
- Max |F|: 6.00 eV/A

XYZ file:
```
14
Properties=species:S:1:pos:R:3:forces:R:3
N -0.37885 -1.53230 -1.50515 -2.631 -5.385 0.273
C -0.00540 -0.96919 -0.29972 0.043 4.223 2.554
C -0.80830 0.40833 -0.17624 3.330 -2.724 2.550
O -0.88709 0.66585 1.29059 0.152 0.456 -3.181
C 0.25709 1.35330 1.50354 3.371 1.572 0.272
O 1.38412 1.01636 0.45943 -2.462 0.466 0.570
C 0.65155 0.45476 -0.60905 0.030 -2.018 0.162
H -1.06672 -2.36117 -1.14182 1.418 2.463 -1.741
H 0.34913 -2.11873 -1.90387 0.439 0.226 -0.140
H 0.11051 -1.43967 0.78403 0.031 0.649 -2.629
H -1.63981 0.59907 -0.71784 -2.476 0.597 -1.523
H 0.71313 1.02846 2.39871 0.447 -0.623 1.161
H 0.22083 2.47523 1.63856 -0.463 -0.864 -1.092
H 1.09980 0.41970 -1.72118 -1.228 0.962 2.764
```
Forces are in eV/Å.

natural (NBO) population analysis, charges in e, atoms 1 to 5: -0.82, -0.12, 0.03, -0.50, 0.22


[8]
Computed, not measured: one molecule with the formula C4H7NO2 at a distorted geometry, with the ωB97M-V functional and the def2-TZVPD basis.

Calculated values
- Net charge: 0
- DFT total energy: -361.8151 a.u.
- Energy above the lowest of the compared OMol25 structures with the same formula, charge and spin: 41.3 kcal per mole
- LUMO: 0.90 eV
- Max |F|: 1.28 eV/A

XYZ file:
```
14
Properties=species:S:1:pos:R:3:forces:R:3
H -0.64567 -2.82449 -1.13531 0.178 -0.087 0.412
N -1.16995 -2.35325 -0.39730 0.045 0.435 0.246
C -0.51566 -1.43546 0.16800 -0.188 -0.673 -0.183
C -1.08003 -0.41473 1.14123 -0.026 -0.225 -0.030
O -0.17092 0.69275 0.99164 0.104 -0.047 -0.211
C 0.15043 0.86017 -0.31954 0.151 0.639 -0.033
C 1.43193 1.59775 -0.52722 -0.041 0.232 0.014
O -0.53717 0.46218 -1.22144 -0.195 0.533 -0.118
H 0.54233 -1.13610 -0.02079 -0.362 -1.229 0.066
H -2.11078 -0.10234 0.93941 0.244 -0.269 -0.169
H -1.00226 -0.76510 2.17446 0.080 0.202 -0.118
H 1.94397 1.23923 -1.42989 -0.300 0.108 0.297
H 2.09400 1.56882 0.34011 -0.187 0.070 -0.122
H 1.06978 2.61057 -0.70337 0.497 0.311 -0.053
```
Forces are in eV/Å.

natural (NBO) population analysis, charges in e, atoms 1 to 5: 0.35, -0.62, 0.15, -0.14, -0.51